# C43H44AuN5O2SSe2

A molecular structure, C43H44AuN5O2SSe2 (ωB97M-V/def2-TZVPD, the OMol25 dataset).

The geometry in XYZ format:
```
98
Properties=species:S:1:pos:R:3:forces:R:3:lowdin_charge:R:1
Au 0.16387 0.65532 1.10307 0.4 -0.1 0.5 1.068
Se 1.92868 -0.44521 4.43885 0.1 0.2 -0.1 0.723
Se 2.52731 1.47087 3.27300 0.0 0.0 0.1 0.704
C 3.23467 0.53855 1.75015 0.1 0.0 -0.1 -0.675
C 4.59205 0.28237 1.66371 0.0 0.0 0.0 -0.079
C 5.06114 -0.47699 0.59920 0.0 0.0 0.0 -0.023
C 4.15750 -0.95068 -0.33435 0.0 0.0 0.0 -0.025
C 2.81908 -0.63543 -0.18004 0.0 0.0 -0.1 -0.173
N 2.36559 0.10472 0.83069 -0.1 -0.1 0.4 -0.067
C 0.01304 -0.45645 4.30067 0.0 -0.1 0.1 -0.658
C -0.62180 -0.79550 5.49195 0.0 0.0 0.0 -0.104
C -1.98987 -0.99998 5.50415 0.0 0.0 0.0 -0.026
C -2.68814 -0.84360 4.32028 0.0 0.0 0.0 -0.023
C -1.98461 -0.47818 3.18876 -0.1 -0.1 0.0 -0.138
N -0.66100 -0.28419 3.16196 -0.1 0.0 -0.2 -0.017
H 5.26051 0.64937 2.42932 0.0 0.0 0.0 0.112
H 6.11504 -0.70643 0.51517 0.0 0.0 0.0 0.125
H 4.47302 -1.55820 -1.17028 0.0 0.0 0.0 0.122
H 2.07801 -0.99969 -0.87916 0.0 0.0 0.0 0.078
H -0.03985 -0.88942 6.39828 0.0 0.0 0.0 0.105
H -2.49683 -1.26376 6.42241 0.0 0.0 0.0 0.126
H -3.75649 -0.99466 4.26509 0.0 0.0 0.0 0.121
H -2.50112 -0.36516 2.24690 0.0 0.0 0.0 0.088
C 4.79577 2.74148 -1.85860 0.0 0.0 0.0 -0.040
O 3.62403 2.03907 -2.26436 -0.1 0.0 -0.1 -0.097
C 3.41422 1.88724 -3.59184 0.0 0.0 0.0 -0.241
C 4.34531 2.18455 -4.58123 0.0 0.0 0.1 0.007
C 4.04557 1.94894 -5.91476 0.0 0.0 0.0 -0.045
C 2.82204 1.41528 -6.29010 0.0 0.0 0.0 -0.061
C 1.87871 1.14132 -5.31566 0.0 0.1 0.0 -0.010
C 2.16206 1.39395 -3.98169 0.0 0.0 0.0 -0.176
N 1.16377 1.06517 -3.01025 0.0 0.0 0.1 0.147
C 0.76184 1.71543 -1.93635 0.0 -0.1 -0.2 0.000
C 1.00955 3.04016 -1.54937 0.1 0.0 -0.1 -0.124
C 1.35251 4.03021 -2.52094 0.0 0.0 0.1 -0.012
C 1.41982 5.34543 -2.19274 0.0 0.0 0.1 -0.051
C 1.15120 5.73455 -0.85901 0.0 0.1 -0.1 -0.030
C 0.82665 4.82446 0.10184 0.0 -0.1 0.0 0.010
C 0.78185 3.43595 -0.19552 -0.1 0.1 0.0 -0.308
O 0.59324 2.65389 0.82359 0.1 0.1 -0.3 -0.190
H 4.71467 2.85498 -0.78153 0.0 0.0 0.0 0.094
H 4.83784 3.72531 -2.32938 0.0 0.0 0.0 0.105
H 5.69711 2.17461 -2.09867 0.0 0.0 0.0 0.101
H 5.30904 2.58979 -4.31272 0.0 0.0 0.0 0.115
H 4.78666 2.18174 -6.66685 0.0 0.0 0.0 0.120
H 2.59805 1.22371 -7.32906 0.0 0.0 0.0 0.115
H 0.90650 0.74953 -5.58849 0.0 0.0 0.0 0.124
H 0.68577 0.19378 -3.19761 0.1 0.0 0.1 0.166
H 0.08694 1.11989 -1.32925 0.0 0.1 0.0 0.096
H 1.50942 3.72596 -3.54591 0.0 0.0 0.0 0.122
H 1.64859 6.09216 -2.93875 0.0 0.0 0.0 0.116
H 1.19936 6.78312 -0.59375 0.0 0.0 0.0 0.121
H 0.63039 5.12196 1.12238 0.0 0.0 0.0 0.126
C -0.08033 -4.70147 -1.37551 0.0 0.0 0.0 -0.090
N -0.46288 -5.04823 -0.01797 0.1 0.0 0.0 -0.208
C -1.50839 -6.06316 0.08510 0.0 0.0 0.0 -0.038
C -0.16494 -4.21930 1.00497 0.0 -0.1 0.1 -0.737
S 0.33577 -2.62313 0.73708 0.1 0.1 -0.1 0.688
N -0.25204 -4.72361 2.25478 -0.1 0.0 -0.1 -0.204
C -0.22157 -3.84147 3.40799 0.0 0.0 0.0 -0.087
C 0.05391 -6.12117 2.55140 0.0 0.0 0.0 -0.035
H -0.10465 -5.60913 -1.97577 0.0 0.0 0.0 0.097
H 0.92578 -4.29068 -1.38933 0.0 0.0 0.0 0.067
H -0.76453 -3.96752 -1.81143 0.0 0.0 0.0 0.069
H -2.22392 -5.90048 -0.72255 0.0 0.0 0.0 0.096
H -2.03565 -5.96428 1.02862 0.0 0.0 0.0 0.090
H -1.11065 -7.07467 -0.00337 0.0 0.0 0.0 0.099
H -0.78732 -2.93824 3.19840 0.0 0.0 0.0 0.040
H 0.80529 -3.56259 3.66543 0.0 0.0 0.0 0.088
H -0.67351 -4.36686 4.24852 0.0 0.0 0.0 0.101
H 0.46518 -6.60840 1.67273 0.0 0.0 0.0 0.092
H -0.82184 -6.67259 2.89522 0.0 0.0 0.0 0.098
H 0.80890 -6.14423 3.33799 0.0 0.0 0.0 0.100
C -5.76130 -1.92390 -1.03082 -0.1 0.0 0.0 -0.059
C -4.59337 -2.45549 -1.55597 0.1 0.0 0.0 -0.060
C -3.37350 -1.86280 -1.26764 -0.1 -0.1 0.0 -0.031
C -3.31943 -0.72927 -0.45856 0.2 0.1 -0.1 -0.214
C -4.49582 -0.20485 0.07668 -0.1 0.0 0.0 -0.029
C -5.71122 -0.80218 -0.21192 0.1 0.0 0.0 -0.053
C -1.99600 -0.13341 -0.18827 -0.5 0.2 0.0 -0.105
C -1.76137 0.97853 0.50108 0.4 -0.1 0.0 -0.194
C -2.36205 2.24857 0.77668 -0.3 -0.1 0.0 -0.261
C -2.25445 2.86763 2.02914 0.0 0.0 0.0 -0.023
C -2.88123 4.07905 2.25008 0.0 0.0 0.0 -0.045
C -3.60788 4.67963 1.22856 -0.1 0.1 0.0 -0.039
C -3.71584 4.07904 -0.02061 0.0 -0.1 0.0 -0.043
C -3.09028 2.86914 -0.25183 0.1 0.1 0.0 -0.014
H -6.71432 -2.38313 -1.25528 0.0 0.0 0.0 0.114
H -4.63276 -3.33038 -2.19083 0.0 0.0 0.0 0.111
H -2.45496 -2.28253 -1.65988 0.0 0.0 0.0 0.096
H -4.46954 0.67516 0.70727 0.0 0.0 0.0 0.113
H -6.62254 -0.39104 0.20011 0.0 0.0 0.0 0.114
H -1.14805 -0.74971 -0.49958 -0.1 -0.1 0.1 0.045
H -1.67799 2.39558 2.81418 0.0 0.0 0.0 0.109
H -2.80542 4.55882 3.21594 0.0 0.0 0.0 0.117
H -4.09516 5.62904 1.40706 0.0 0.0 0.0 0.118
H -4.28477 4.55728 -0.80542 0.0 0.0 0.0 0.117
H -3.16168 2.38118 -1.21565 0.0 0.0 0.0 0.130
```
Forces are in eV/Å.

As for the calculated total energy: -7425.3834 Eh. Its strongest force on any atom is 0.60 eV/Å. As for the charge: +2.